Density functional theory data (the ωB97M-V functional and the def2-TZVPD basis) for a structure of composition C25H47AlClINO3Si2 in a non-equilibrium geometry.

Properties
ΔE to the lowest compared entry with this formula, charge and spin: 0.0 kcal/mol
HOMO level: -10.94 eV
LUMO energy: -4.014 eV
Gap between HOMO and LUMO: 6.923 eV
Spin multiplicity: 1
Electronic energy: -77295.1747 eV
Charge: +1

```
81
Properties=species:S:1:pos:R:3:forces:R:3
O -0.39749 0.46995 -1.40492 0.41 0.58 -0.45
O -1.75407 -3.40859 -0.56408 -0.16 -0.61 -0.19
C -1.81191 0.97140 -1.51587 0.54 -0.50 0.22
C -1.93552 2.20442 -2.38022 -0.08 -0.01 -0.09
H -2.13123 1.13979 -0.48281 0.20 -0.06 -0.17
H -2.36374 0.11579 -1.91631 -0.04 0.27 0.18
H -1.18999 2.97234 -2.14347 -0.07 -0.20 0.03
H -2.92645 2.64150 -2.20544 0.17 -0.12 -0.10
H -1.86421 1.93852 -3.44003 0.00 0.20 0.13
C 0.19617 0.06837 -2.73568 -0.48 0.37 0.67
C -0.63997 -1.00080 -3.39932 0.16 -0.08 -0.23
H 1.20117 -0.29729 -2.49487 -0.29 0.16 -0.02
H 0.25643 0.98855 -3.34027 0.12 -0.40 0.22
H -0.83403 -1.86485 -2.75258 0.04 0.27 0.06
H -0.05894 -1.36021 -4.25556 -0.14 0.03 0.03
H -1.58197 -0.60197 -3.78672 0.14 -0.12 0.05
C -0.95047 -4.56451 -0.25679 -0.28 0.09 0.02
C -3.08393 -3.71123 -1.01124 0.34 -0.10 0.24
C 0.11810 -4.79826 -1.30754 -0.13 -0.09 -0.07
H -1.60007 -5.45958 -0.17139 0.28 0.39 0.06
H -0.48244 -4.39302 0.72755 -0.19 -0.02 -0.38
H -0.34100 -5.00557 -2.27978 0.17 0.06 0.11
H 0.71894 -5.66341 -1.01703 0.04 0.05 -0.08
H 0.78043 -3.93111 -1.40066 -0.11 -0.07 0.01
C -3.11437 -4.46270 -2.33108 -0.12 -0.02 0.01
H -3.60384 -2.74643 -1.09496 0.21 -0.20 0.03
H -3.59633 -4.30465 -0.22905 0.08 0.23 -0.26
H -2.49487 -3.98841 -3.10274 -0.10 -0.02 0.23
H -4.14452 -4.48113 -2.69078 0.02 -0.13 -0.06
H -2.78098 -5.49600 -2.19135 -0.04 0.14 -0.15
H -1.24746 -1.39695 0.15543 0.18 0.00 0.77
Al 0.77193 1.38518 -0.13825 -0.98 0.75 -0.11
C -0.90736 -1.32221 1.20701 -0.05 0.11 -0.51
Si -2.17645 -1.91905 2.46914 0.12 -0.03 0.31
H 0.04237 -1.86493 1.28805 -0.08 -0.11 0.03
H -0.68899 -0.28160 1.45212 -0.13 -0.16 -0.06
C -3.90640 -1.39650 1.94310 0.10 0.05 -0.01
C -1.69592 -1.13027 4.11560 -0.18 -0.05 -0.03
C -2.11550 -3.76226 2.81510 -0.03 0.01 -0.08
C 0.03388 1.93303 1.55284 -0.16 -0.17 0.23
Si 0.69064 3.58969 2.19509 -0.31 0.40 0.13
H 0.15450 1.22569 2.39262 -0.01 0.17 -0.36
H -1.05834 2.05160 1.41410 0.25 -0.04 0.15
C 0.21232 3.66038 4.01718 0.09 -0.02 -0.11
C -0.11053 5.04268 1.30929 -0.05 -0.13 -0.06
C 2.55691 3.71792 2.00129 0.14 -0.05 0.12
H -2.93954 -4.03070 3.48992 0.20 0.03 -0.08
H -1.16671 -3.99902 3.32049 -0.26 -0.06 -0.15
H -2.20157 -4.37054 1.91184 -0.07 0.02 0.24
H -4.00124 -0.30108 1.96354 -0.05 -0.23 -0.03
H -4.65161 -1.81755 2.63164 0.13 0.14 -0.15
H -4.14092 -1.75001 0.92992 0.02 0.09 0.23
H -1.36549 -0.08958 4.01189 -0.09 -0.14 0.08
H -0.88455 -1.71468 4.57474 -0.17 0.22 -0.08
H -2.55547 -1.15670 4.80096 0.26 0.06 -0.06
H -1.18816 4.87297 1.17607 0.18 0.11 0.03
H 0.34125 5.21781 0.32392 -0.16 -0.06 0.24
H 0.01421 5.95052 1.91386 -0.03 -0.13 -0.14
H 2.84095 4.35710 1.15696 -0.07 -0.11 0.09
H 3.00873 2.72909 1.85080 0.07 0.12 0.07
H 2.99852 4.15083 2.91014 -0.04 -0.12 -0.23
H 0.46800 4.62960 4.46842 -0.02 -0.25 -0.09
H 0.73290 2.86787 4.57271 -0.15 0.18 -0.01
H -0.87028 3.51069 4.13059 0.22 0.01 0.02
Cl 6.83097 2.52930 -2.64206 0.42 0.04 -0.15
C 5.20594 2.66359 -2.12139 -0.69 0.13 0.09
C 4.52045 3.86116 -2.28509 0.42 -0.69 0.13
C 3.18164 4.00126 -1.88294 -0.49 -1.18 0.33
I 2.17593 5.82526 -2.07626 0.26 -0.48 -0.01
C 2.52008 2.87991 -1.35022 0.14 1.36 -0.33
O 1.24968 2.90792 -0.97511 -0.06 -0.61 -0.06
C 3.23639 1.67365 -1.13068 0.18 0.02 0.02
N 2.51832 0.69184 -0.47224 1.31 -1.07 -0.30
C 3.12725 -0.49314 -0.23289 -0.37 1.23 -0.41
C 4.44197 -0.72632 -0.65185 0.17 -0.16 0.01
C 5.18317 0.25780 -1.28996 -0.44 -0.01 0.22
C 4.59116 1.51274 -1.52915 -0.48 0.72 0.01
H 5.01927 4.70911 -2.73775 0.11 -0.11 0.05
H 2.52823 -1.23777 0.28183 0.16 0.01 -0.03
H 4.87639 -1.70294 -0.45849 -0.05 0.20 -0.02
H 6.20965 0.08669 -1.59898 -0.14 -0.06 0.07
```
Forces are in eV/Å.



Density functional theory data (the ωB97M-V functional and the def2-TZVPD basis) for a structure of composition C25H47BCuN8SbSeSi3.

Properties
HOMO level: -6.98 eV
LUMO energy: 0.353 eV
Gap between HOMO and LUMO: 7.337 eV
Spin multiplicity: 1
Electronic energy: -179448.5515 eV
Charge: 0

```
87
Properties=species:S:1:pos:R:3:forces:R:3
Cu 0.27403 -0.21828 0.31822 -0.40 -0.35 -0.52
C 3.04940 -1.74958 -1.37014 -0.07 0.11 0.08
C 3.28996 -0.63702 -0.40485 0.08 0.23 0.17
C 4.48111 0.02659 -0.05781 0.01 -0.02 -0.04
C 4.09948 0.99531 0.84406 0.05 -0.05 -0.07
N 2.76557 0.90376 1.02082 0.15 0.05 0.04
N 2.27923 -0.09190 0.25271 0.36 -0.33 -0.11
B 1.83244 1.86682 1.81325 -0.01 -0.21 -0.10
N 0.87365 1.06636 2.73821 0.15 0.06 0.45
C 0.63188 1.24881 4.05171 -0.08 -0.08 -0.04
C -0.09339 0.17074 4.50795 -0.11 0.01 0.01
C -0.26109 -0.65640 3.38230 0.09 0.17 0.12
C -0.87058 -2.01505 3.28588 0.27 -0.17 0.07
N 0.31230 -0.09114 2.33020 -0.08 0.10 0.19
N 0.97578 2.62820 0.75420 0.04 0.36 0.02
C 0.81275 3.92375 0.42043 -0.07 0.00 0.00
C 0.13478 3.98005 -0.77891 -0.03 0.01 -0.04
C -0.09064 2.63627 -1.12812 0.15 0.10 0.15
C -0.68940 2.05242 -2.36606 -0.01 0.01 0.12
N 0.40271 1.84691 -0.18322 -0.19 0.19 -0.09
N 2.73493 2.74328 2.68160 -0.09 0.06 0.04
C 3.13745 4.03549 2.64431 0.04 0.13 -0.08
C 4.09936 4.21179 3.60614 0.01 -0.03 0.06
C 4.24285 2.94100 4.20238 -0.02 0.15 -0.15
C 5.18942 2.54109 5.28733 -0.10 -0.08 -0.08
N 3.42594 2.07188 3.63690 0.06 -0.08 0.18
H 3.97263 -2.28421 -1.58528 -0.02 -0.03 -0.02
H 2.31199 -2.44061 -0.96079 0.04 -0.05 -0.02
H 2.64208 -1.35388 -2.30281 0.05 -0.05 -0.04
H 5.47611 -0.17646 -0.41610 0.00 0.00 0.02
H 4.69735 1.72158 1.36824 -0.08 0.02 0.04
H 0.99777 2.11179 4.57907 0.08 -0.01 -0.03
H -0.44228 -0.00743 5.51126 0.02 0.01 0.01
H -1.77366 -2.09472 3.89057 0.28 -0.15 -0.03
H -1.09715 -2.24538 2.24366 -0.05 -0.01 0.00
H -0.15576 -2.75755 3.64682 -0.01 -0.04 -0.03
H 1.15910 4.72524 1.04754 -0.08 -0.05 -0.08
H -0.13722 4.86501 -1.33013 0.00 -0.01 -0.01
H -0.80424 2.81425 -3.13605 -0.02 0.01 0.00
H -0.04415 1.25600 -2.73525 -0.04 -0.01 -0.05
H -1.66192 1.60170 -2.16286 -0.05 0.00 -0.04
H 2.74937 4.75177 1.94269 0.08 -0.10 0.05
H 4.62125 5.11952 3.85893 -0.01 0.01 -0.05
H 5.63520 3.42522 5.73960 0.02 -0.03 0.05
H 4.67413 1.96433 6.05466 0.03 0.01 0.03
H 5.98771 1.91799 4.88168 0.03 0.01 0.05
C -6.32561 -1.57080 1.72275 0.25 0.04 -0.05
Si -4.43763 -1.66490 1.70849 -0.25 -0.06 0.13
C -3.88878 -3.45306 1.50075 0.09 0.24 -0.06
C -3.73649 -0.82138 3.24305 -0.11 0.07 -0.31
Sb -3.49155 -0.36681 -0.33425 -0.05 0.11 0.05
Si -4.66015 -1.02621 -2.55231 -0.30 0.04 -0.12
C -4.12258 -2.79618 -2.88284 0.08 0.26 0.14
C -6.54130 -0.92498 -2.40505 0.30 0.01 -0.01
C -4.03845 0.18395 -3.85674 0.03 -0.16 0.26
Si -3.79649 2.15019 0.40566 -0.11 0.20 0.11
C -2.61278 2.52391 1.81696 -0.08 -0.22 -0.25
C -5.60594 2.10482 0.96937 0.27 -0.12 -0.01
C -3.65738 3.43356 -0.96938 0.13 -0.36 0.00
H -6.71792 -2.21215 2.51586 0.02 -0.02 0.01
H -6.74960 -1.91129 0.77647 0.01 -0.03 0.01
H -6.68382 -0.55710 1.90611 0.02 0.00 -0.01
H -3.75060 -3.93885 2.46877 -0.03 0.04 0.04
H -2.94094 -3.50412 0.95966 0.02 0.01 0.02
H -4.62799 -4.02558 0.93728 -0.04 0.05 -0.01
H -3.80703 -1.47570 4.11507 -0.08 -0.02 -0.03
H -4.28249 0.09562 3.47297 -0.07 0.01 -0.06
H -2.68358 -0.56656 3.10455 -0.33 0.15 0.00
H -4.32338 -3.43040 -2.01695 -0.04 -0.01 -0.01
H -3.04714 -2.82525 -3.05901 0.01 -0.01 0.00
H -4.63396 -3.22147 -3.74867 -0.06 0.08 -0.02
H -6.93101 -1.68095 -1.72175 0.01 0.01 0.02
H -6.98260 -1.10608 -3.38846 -0.01 0.00 -0.01
H -6.87815 0.05490 -2.06310 0.01 0.01 0.00
H -2.94672 0.20176 -3.86481 0.00 -0.01 0.00
H -4.39420 1.19734 -3.66076 -0.01 -0.01 0.02
H -4.37936 -0.10330 -4.85369 -0.03 -0.06 0.01
H -2.73205 1.82700 2.64795 -0.01 -0.01 -0.01
H -2.76850 3.53651 2.19624 -0.07 0.03 -0.06
H -1.57975 2.44839 1.47085 0.02 0.00 -0.02
H -5.70490 1.62595 1.94548 0.00 -0.03 -0.01
H -6.23032 1.55603 0.26067 -0.02 0.02 -0.01
H -6.00853 3.11625 1.05482 0.06 0.04 -0.01
H -2.61829 3.70728 -1.14595 0.04 -0.03 0.01
H -4.19453 4.33854 -0.67645 -0.05 -0.04 0.09
H -4.07803 3.08202 -1.91314 -0.05 0.00 0.01
Se -1.32674 -1.43948 -0.87652 -0.06 -0.07 -0.09
```
Forces are in eV/Å.



Density functional theory data (the ωB97M-V functional and the def2-TZVPD basis) for a structure of composition C25H47Cl2NO3P2SV in a non-equilibrium geometry.

Properties
HOMO level (spin up / spin down): -4.62 / -4.62 eV
LUMO energy (spin up / spin down): 2.421 / 2.412 eV
Gap between HOMO and LUMO (spin up / spin down): 7.040 / 7.036 eV
Spin multiplicity: 3
Electronic energy: -114469.6121 eV
Charge: -1

```
82
Properties=species:S:1:pos:R:3:forces:R:3
V -0.44419 0.64698 -0.73602 2.22 -4.85 1.70
Cl 0.53364 0.35829 -2.81353 0.20 0.38 -0.16
P -0.18212 2.86379 -0.81955 0.38 0.57 0.06
C -0.72455 3.61072 -2.42022 0.28 0.29 0.13
C -0.92511 3.80679 0.57124 0.33 0.58 -0.45
C 1.67008 3.05776 -0.78241 -0.24 0.50 -0.36
C -1.96830 2.93451 -3.01530 -0.08 -0.05 -0.08
H 0.13492 3.40460 -3.08898 -0.34 0.11 0.26
C -0.92839 5.12474 -2.29284 -0.03 0.12 -0.42
H -1.84551 5.35650 -1.73870 0.19 -0.01 -0.10
H -1.03253 5.53292 -3.30554 -0.08 0.11 0.16
H -0.08637 5.63585 -1.81653 -0.27 -0.08 -0.06
H -1.72672 1.94761 -3.42361 -0.03 0.23 0.19
H -2.35843 3.55702 -3.83068 0.04 -0.03 0.09
H -2.76650 2.80237 -2.27164 0.22 0.06 -0.20
H 1.98860 2.51020 -1.69526 -0.29 0.32 0.42
C 2.35305 2.38942 0.42458 0.15 -0.31 0.06
C 2.06459 4.53316 -0.91312 0.52 -0.16 -0.03
H 1.81856 4.93148 -1.90227 0.06 -0.01 0.20
H 3.15033 4.61609 -0.78086 -0.11 0.13 -0.02
H 1.58364 5.14667 -0.13904 0.12 -0.08 -0.16
H 1.75286 1.60206 0.90846 0.18 0.38 -0.18
H 2.64489 3.13049 1.18126 -0.13 -0.17 -0.16
H 3.26572 1.88182 0.07841 -0.18 0.20 0.17
C -2.44955 3.67319 0.53143 -0.11 -0.01 0.18
H -0.62579 4.84749 0.36936 -0.27 -0.02 0.33
C -0.36809 3.36741 1.92871 -0.01 -0.07 0.07
H -2.89922 4.06950 -0.38350 0.11 -0.05 0.10
H -2.86506 4.22828 1.37952 -0.04 -0.01 -0.08
H -2.74147 2.62226 0.64379 0.05 0.26 -0.07
H -0.46924 2.28271 2.06962 0.03 0.26 -0.07
H -0.95138 3.85310 2.71955 0.08 -0.03 -0.06
H 0.68195 3.64480 2.06476 -0.21 -0.06 -0.06
Cl -1.99689 0.25070 0.90314 -0.12 0.18 0.48
H -1.63709 0.74123 -1.54467 -2.32 0.55 -1.49
P -0.73647 -2.57281 -1.29054 0.27 3.79 0.90
C 0.81085 -3.22211 -2.03856 -0.22 -0.34 -0.32
C -1.30041 -3.62488 0.08710 0.13 -1.05 -0.43
C -2.01044 -2.49294 -2.62269 0.48 -0.68 0.00
C 2.07935 -2.50093 -1.55787 -0.11 0.09 0.20
H 0.68139 -2.97737 -3.11173 0.02 -0.23 0.31
C 0.92335 -4.73014 -1.85615 0.35 -0.18 -0.39
H 1.15407 -4.98197 -0.81592 -0.04 -0.01 -0.15
H 1.74347 -5.09061 -2.48631 0.00 -0.18 0.15
H 0.01286 -5.25516 -2.15788 0.10 -0.02 0.08
H 2.10195 -1.47355 -1.92899 -0.01 -0.21 0.11
H 2.96468 -3.02239 -1.93817 -0.06 -0.03 -0.01
H 2.16581 -2.43926 -0.46623 -0.06 -0.18 -0.34
H -1.49101 -1.90716 -3.40433 -0.10 -0.32 0.28
C -3.27551 -1.71055 -2.23067 -0.07 0.21 0.02
C -2.29047 -3.91028 -3.11715 -0.50 0.08 -0.55
H -1.42131 -4.33174 -3.63493 -0.15 0.03 0.12
H -3.12916 -3.88985 -3.82428 0.04 -0.22 -0.04
H -2.56354 -4.57917 -2.28798 0.02 0.16 -0.20
H -3.11702 -1.05918 -1.35928 -0.03 -0.26 -0.22
H -4.12053 -2.38024 -2.02715 0.18 0.10 0.03
H -3.57113 -1.04995 -3.05754 0.00 -0.19 0.11
C -0.34476 -3.47209 1.27335 0.08 0.04 0.00
H -1.24352 -4.65295 -0.31396 -0.20 -0.03 0.54
C -2.72644 -3.31344 0.53457 0.02 -0.02 -0.01
H 0.67014 -3.80315 1.05365 0.05 0.06 -0.07
H -0.70357 -4.06354 2.11774 -0.05 -0.08 0.02
H -0.28797 -2.42801 1.59005 -0.06 -0.03 -0.09
H -2.82250 -2.26419 0.81745 0.00 -0.04 -0.05
H -2.96024 -3.92032 1.41125 0.01 -0.04 0.07
H -3.47176 -3.54360 -0.22327 -0.02 0.02 -0.11
O 5.31737 -1.19306 2.91755 0.40 -0.07 -0.11
S 4.10186 -1.95600 2.90056 -2.42 0.29 -0.54
O 4.15750 -3.36665 3.22064 0.29 0.45 -0.16
N 3.19030 -1.67999 1.55587 0.56 0.07 0.05
C 2.07654 -0.96181 1.77468 0.30 -0.38 -1.25
O 1.28481 -0.58711 0.86824 0.29 0.21 0.69
C 1.85195 -0.68269 3.21909 -0.20 0.02 0.86
C 0.74901 -0.09589 3.84483 0.07 0.02 -0.29
C 0.75578 0.02423 5.23552 0.51 -0.23 0.30
C 1.85348 -0.46054 5.98992 -0.53 0.26 -0.44
C 2.93487 -1.06804 5.35149 0.13 0.00 0.21
C 2.90543 -1.16965 3.97335 0.00 0.08 0.57
H -0.09589 0.23189 3.22683 0.30 -0.09 0.29
H -0.08936 0.48978 5.75403 0.32 -0.21 -0.22
H 1.83930 -0.36029 7.07421 0.02 -0.03 -0.21
H 3.79655 -1.46311 5.90007 -0.41 0.17 -0.08
```
Forces are in eV/Å.